# 1
{"formula": "CH3Cl5Si2", "method": "the ωB97M-V functional and the def2-TZVPD basis", "elements": ["Cl", "Si", "Cl", "Cl", "H", "Cl", "Cl", "H", "C", "H", "Si"], "positions_angstrom": [[0.6204, 1.2207, -2.8214], [-0.5480, -0.5873, -0.1028], [2.0014, -1.5913, -2.6855], [-2.2771, -0.2651, -1.0979], [-0.4715, 0.0968, 2.6010], [2.9438, 0.5033, -0.6287], [-0.7736, -2.3752, 0.7796], [-1.8528, 0.6638, 1.8518], [-0.7484, 0.7765, 1.7563], [-0.1175, 1.7264, 1.8239], [1.2234, -0.1686, -1.4762]], "e_homo_ev": -9.995, "e_lumo_ev": -0.158, "homo_lumo_gap_ev": 9.84, "fmax_ha_per_bohr": 0.088}



# 2
{"formula": "CH3ClF2S", "method": "the ωB97M-V functional and the def2-TZVPD basis", "elements": ["H", "H", "Cl", "F", "S", "H", "F", "C"], "positions_angstrom": [[-1.4051, 0.1338, 0.4718], [1.7505, 0.3229, -2.4249], [-2.4435, -0.8038, 2.2124], [-0.9906, -1.8537, 0.4182], [2.3649, 1.0719, -1.5473], [1.9307, 2.2404, -2.0861], [-0.0279, -0.4707, 1.8441], [-1.1789, -0.6408, 1.1119]], "e_homo_ev": -9.910, "e_lumo_ev": 0.707, "homo_lumo_gap_ev": 10.62, "fmax_ha_per_bohr": 0.084}



# 3
{"formula": "CH3ClFOP", "method": "the ωB97M-V functional and the def2-TZVPD basis", "elements": ["P", "O", "H", "C", "F", "Cl", "H", "H"], "positions_angstrom": [[1.6708, -0.6305, -1.1392], [-0.6355, 0.3232, -0.9912], [-1.9798, 0.9332, 0.2435], [-1.1055, 0.3778, 0.2885], [1.2626, -1.7870, -0.0730], [2.5108, 0.6505, 0.0923], [-1.3874, -0.6817, 0.5227], [-0.3361, 0.8145, 1.0563]], "e_homo_ev": [-8.876, -9.389], "e_lumo_ev": [-1.365, -1.298], "homo_lumo_gap_ev": [7.51, 8.09], "fmax_ha_per_bohr": 0.074}



# 4
{"formula": "CH3ClN2O2", "method": "the ωB97M-V functional and the def2-TZVPD basis", "elements": ["O", "H", "N", "N", "Cl", "H", "O", "H", "C"], "positions_angstrom": [[2.2037, 0.9337, 0.8547], [0.4635, -1.6054, 0.2347], [1.3915, 1.3296, 0.0182], [0.9282, -1.2310, -0.6160], [2.3951, -1.2629, -0.0446], [-0.2117, 0.5428, 0.9157], [1.7033, 2.1991, -0.7878], [-0.4885, 1.3749, -0.8028], [0.0788, 0.8608, -0.0463]], "e_homo_ev": [-9.539, -9.767], "e_lumo_ev": [-1.714, -1.430], "homo_lumo_gap_ev": [7.82, 8.34], "fmax_ha_per_bohr": 0.065}



# 5
{"formula": "CH3ClN2O2", "method": "the ωB97M-V functional and the def2-TZVPD basis", "elements": ["H", "N", "H", "C", "O", "N", "H", "O", "Cl"], "positions_angstrom": [[1.0582, -1.7482, 0.5358], [-0.2993, 0.0161, -1.5978], [-0.5477, 1.9437, -0.9470], [0.1567, 0.1028, 0.9064], [-0.3328, 1.1437, 1.2751], [0.9543, -0.8860, 1.1470], [1.4095, -0.7748, 2.0287], [-0.8114, 1.3166, -1.7084], [-1.5876, -1.1139, -1.6399]], "e_homo_ev": [-8.888, -7.508], "e_lumo_ev": [0.078, -0.250], "homo_lumo_gap_ev": [8.97, 7.26], "fmax_ha_per_bohr": 0.086}



# 6
{"formula": "CH3ClN2O2", "method": "the ωB97M-V functional and the def2-TZVPD basis", "elements": ["H", "O", "C", "Cl", "H", "N", "N", "O", "H"], "positions_angstrom": [[0.5556, -0.3945, 1.5865], [-0.7028, -0.5801, -1.8362], [0.1040, 0.8560, -0.2657], [-1.2980, -1.4399, 1.2110], [1.0719, 1.3069, 0.1365], [0.2377, -0.2766, -1.1248], [-0.4439, -0.0175, 1.5155], [1.2476, -0.9236, -0.9858], [-0.7721, 1.4692, -0.2371]], "e_homo_ev": [-8.124, -10.767], "e_lumo_ev": [0.437, -3.433], "s2": 2.011, "multiplicity": 3, "homo_lumo_gap_ev": [8.56, 7.33], "fmax_ha_per_bohr": 0.075}



# 7
{"formula": "CH3ClN3O", "method": "the ωB97M-V functional and the def2-TZVPD basis", "elements": ["N", "H", "H", "C", "O", "N", "N", "Cl", "H"], "positions_angstrom": [[-0.4248, 0.4901, 0.5708], [-1.4613, -2.1262, -1.2366], [-2.3533, -0.1603, 0.2166], [-1.2903, -0.4591, -0.1066], [-0.7998, -1.4572, -0.7102], [1.4050, 1.6572, 0.8908], [0.8478, 0.7250, 0.4315], [1.7115, -0.3914, -0.7497], [2.3651, 1.7219, 0.6932]], "e_homo_ev": -15.839, "e_lumo_ev": -6.229, "homo_lumo_gap_ev": 9.61, "fmax_ha_per_bohr": 0.123, "total_charge": 1}



# 8
{"formula": "CH3ClNO", "method": "the ωB97M-V functional and the def2-TZVPD basis", "elements": ["Cl", "O", "C", "N", "H", "H", "H"], "positions_angstrom": [[2.2324, -0.4661, -0.0397], [-1.2541, -0.1373, 0.1609], [0.8589, 0.6730, 0.3695], [-1.7863, -1.2938, -0.0586], [-1.9464, -1.3261, -1.0526], [0.9927, 1.3051, 1.2189], [0.9027, 1.2452, -0.5983]], "e_homo_ev": [-2.658, -1.583], "e_lumo_ev": [4.122, 4.117], "homo_lumo_gap_ev": [6.78, 5.70], "fmax_ha_per_bohr": 0.060, "total_charge": -1}



What is the formula in the seventh record?
CH3ClN3O